Formula: C20H22ClF3N4O2
Source: the OMol25 dataset
Level of theory: wB97M-V/def2-TZVPD

Output
Kohn-Sham gap ... 0.3108 Ha
SMILES ... C/[N+]([O-])=C\c1cccc(OCCN2CCN(c3ncc(C(F)(F)F)cc3Cl)CC2)c1
Highest occupied orbital energy ... -8.15 eV
Electronic energy ... -1904.549729 hartree

Atoms and positions in Å:
C  0.7612  -1.9861  -3.7431
N  1.8160  -2.1213  -2.7414
C  1.6305  -2.7717  -1.6306
C  0.3907  -3.3305  -1.1261
C  -0.8285  -2.6588  -1.2404
C  -1.9854  -3.1976  -0.6976
C  -1.9298  -4.4382  -0.0590
C  -0.7231  -5.0973  0.0687
C  0.4371  -4.5461  -0.4414
H  1.3803  -5.0585  -0.3307
H  -0.6865  -6.0474  0.5798
H  -2.8406  -4.8532  0.3417
O  -3.2192  -2.6228  -0.7541
C  -3.3739  -1.2820  -1.1649
C  -2.9620  -0.2799  -0.0739
N  -1.5249  -0.0672  -0.0379
C  -1.1019  1.0885  -0.8043
H  -1.5191  1.0184  -1.8120
C  0.4290  1.1397  -0.8880
N  0.9840  1.1861  0.4459
C  1.2641  2.3276  1.1210
N  1.0557  2.2853  2.4444
C  1.3086  3.3157  3.2169
C  1.7871  4.5199  2.7245
C  2.0762  4.5904  1.3601
C  1.8354  3.5003  0.5554
Cl  2.3604  3.6266  -1.0925
H  2.5046  5.4885  0.9413
C  2.0506  5.7010  3.6014
F  1.5273  5.5688  4.8280
F  3.3679  5.9298  3.7753
F  1.5467  6.8403  3.0915
H  1.1049  3.1747  4.2693
C  0.5601  0.0228  1.2012
H  1.0002  0.0643  2.1952
C  -0.9638  -0.0259  1.3008
H  -1.2612  -0.9330  1.8298
H  -1.3110  0.8527  1.8701
H  0.9152  -0.8631  0.6682
H  0.7291  2.0033  -1.4739
H  0.8081  0.2342  -1.3687
H  -1.4629  2.0302  -0.3489
H  -3.2897  -0.6918  0.8832
H  -3.5045  0.6628  -0.2377
H  -4.4470  -1.1837  -1.3512
H  -2.8398  -1.0837  -2.1005
H  -0.8540  -1.6833  -1.6904
H  2.5233  -2.9129  -1.0355
O  2.9228  -1.6125  -3.0532
H  0.0134  -2.7668  -3.6289
H  0.2986  -1.0017  -3.6670
H  1.2399  -2.0552  -4.7199

natural (NBO) atomic charge list, values in e, 2 entries: atom 1 (C): -0.45, atom 2 (N): 0.13